Record 1
Computed, not measured: a 2-piece molecular cluster, CHF3O2S overall, with wB97M-V/def2-TZVPD.

As for the charge: 0. Its relative energy (zero: lowest compared OMol25 entry of this formula, charge and spin) is 1.0014 eV. The value obtained for the energy is -24130.6081 eV. The value obtained for the LUMO energy (spin up / spin down) is 0.37 / -2.81 eV. The spin multiplicity is 3. As for the expectation value of S²: 2.007.

Atoms and positions in Å:
1 C 1.18 0.90 0.43
2 O -1.23 0.91 -0.76
3 O -1.08 -0.05 1.51
4 F -0.61 -1.71 -0.92
5 F 1.94 0.34 1.37
6 F 1.80 0.88 -0.75
7 S -0.44 0.21 0.28
8 H -1.56 -1.49 -1.15

These are the Mulliken partial charges, in e, on atoms 1 to 5: number 1, C, carries 0.370; number 2, O, carries -0.529; number 3, O, carries -0.455; number 4, F, carries -0.392; number 5, F, carries -0.160

Record 2
Computed, not measured: CHF7N4 as an isolated structure, with wB97M-V/def2-TZVPD.

As for the charge: 0. Its relative energy (zero: lowest compared OMol25 entry of this formula, charge and spin) is 0.0000 eV. The value obtained for the energy is -26019.8709 eV. The value obtained for the LUMO energy is -0.47 eV.

Atoms and positions in Å:
1 C 2.29 0.07 0.01
2 N 0.46 0.60 -1.93
3 N 1.58 -0.84 0.81
4 N 0.99 0.77 -0.81
5 N 3.32 0.80 1.08
6 F -0.86 -0.29 -2.06
7 F 0.20 -1.03 0.52
8 F 2.02 -2.05 1.21
9 F 3.07 -0.25 -0.88
10 F 0.60 1.76 0.21
11 F 2.52 1.24 2.16
12 F 3.88 2.00 0.51
13 H 1.15 0.40 -2.64

These are the Mulliken partial charges, in e, on atoms 1 to 5: number 1, C, carries 0.784; number 2, N, carries -0.369; number 3, N, carries 0.230; number 4, N, carries 0.442; number 5, N, carries 0.108

Record 3
Computed, not measured: a 2-piece molecular cluster, CHFIN overall, with wB97M-V/def2-TZVPD.

As for the charge: 0. Its relative energy (zero: lowest compared OMol25 entry of this formula, charge and spin) is 0.9535 eV. The value obtained for the energy is -13359.5965 eV. The value obtained for the LUMO energy is 0.20 eV. The SMILES is N#CF.I.

Atoms and positions in Å:
1 N 2.65 -1.82 0.00
2 C 2.61 -0.69 0.13
3 F 2.64 0.54 0.34
4 I -3.28 0.93 0.21
5 H -4.63 1.04 -0.69

Let us look at the Mulliken charges, expressed in e, one per atom: number 1, N, carries -0.253; number 2, C, carries 0.428; number 3, F, carries -0.174; number 4, I, carries -0.096; number 5, H, carries 0.096

Record 4
Computed, not measured: one molecule with the formula CHFO2, with wB97M-V/def2-TZVPD.

As for the charge: 0. Its relative energy (zero: lowest compared OMol25 entry of this formula, charge and spin) is 6.5018 eV. The value obtained for the energy is -7859.9843 eV. The value obtained for the LUMO energy (spin up / spin down) is -0.30 / -0.30 eV.

Atoms and positions in Å:
1 C 0.25 -0.07 0.28
2 O -0.78 0.46 -0.20
3 O -0.94 0.14 -1.42
4 F 0.42 0.28 1.54
5 H 1.05 -0.81 -0.21

Let us look at the Mulliken charges, expressed in e, one per atom: number 1, C, carries 0.302; number 2, O, carries 0.122; number 3, O, carries -0.570; number 4, F, carries -0.174; number 5, H, carries 0.319

Record 5
Computed, not measured: one molecule with the formula CHFOS2, with wB97M-V/def2-TZVPD.

As for the charge: 0. Its relative energy (zero: lowest compared OMol25 entry of this formula, charge and spin) is 1.1216 eV. The value obtained for the energy is -27486.8456 eV. The value obtained for the LUMO energy is -0.14 eV. The SMILES is FC(=S)OS.

Atoms and positions in Å:
1 F 1.38 -1.03 -0.11
2 C 0.89 0.18 0.04
3 S 1.92 1.42 0.31
4 O -0.33 0.45 -0.19
5 S -1.41 -0.83 -0.31
6 H -2.44 -0.20 0.26

These are the Mulliken partial charges, in e, on atoms 1 to 5: number 1, F, carries -0.147; number 2, C, carries 0.497; number 3, S, carries -0.295; number 4, O, carries -0.182; number 5, S, carries -0.054

Record 6
Computed, not measured: CHFeLiO2 as an isolated structure, with wB97M-V/def2-TZVPD.

As for the charge: +3. Its relative energy (zero: lowest compared OMol25 entry of this formula, charge and spin) is 0.3099 eV. The value obtained for the energy is -39698.2116 eV. The value obtained for the LUMO energy (spin up / spin down) is -18.24 / -21.83 eV. The spin multiplicity is 6. As for the expectation value of S²: 8.783.

Atoms and positions in Å:
1 O 1.23 0.98 -0.01
2 C 0.71 -0.13 -0.05
3 H 1.12 -1.01 0.50
4 O -0.60 -0.25 -0.06
5 Li -0.56 1.89 -0.08
6 Fe -1.89 -1.49 -0.30

These are the Mulliken partial charges, in e, on atoms 1 to 5: number 1, O, carries -0.237; number 2, C, carries 0.471; number 3, H, carries 0.362; number 4, O, carries -0.498; number 5, Li, carries 0.917

Record 7
Computed, not measured: a 2-piece molecular cluster, CHI2N overall, with wB97M-V/def2-TZVPD.

As for the charge: 0. Its relative energy (zero: lowest compared OMol25 entry of this formula, charge and spin) is 0.0000 eV. The value obtained for the energy is -18743.4644 eV. The value obtained for the LUMO energy is -0.29 eV. The SMILES is N#CI.I.

Atoms and positions in Å:
1 N -0.90 2.92 -2.87
2 C -1.72 2.19 -3.23
3 I -3.05 0.79 -3.77
4 I 0.20 -0.82 -0.83
5 H 1.76 -0.54 -0.90

Let us look at the Mulliken charges, expressed in e, one per atom: number 1, N, carries -0.320; number 2, C, carries 0.002; number 3, I, carries 0.324; number 4, I, carries -0.102; number 5, H, carries 0.096

Record 8
Computed, not measured: CHI2NO as an isolated structure, with wB97M-V/def2-TZVPD.

As for the charge: 0. Its relative energy (zero: lowest compared OMol25 entry of this formula, charge and spin) is 3.5836 eV. The value obtained for the energy is -20787.0853 eV. The value obtained for the LUMO energy (spin up / spin down) is -0.82 / -0.87 eV.

Atoms and positions in Å:
1 C -0.25 0.67 -0.04
2 N 0.28 -1.32 0.28
3 O 0.01 -2.11 -0.61
4 I 1.75 0.46 -0.51
5 I -0.89 1.74 1.74
6 H -0.90 0.56 -0.87

These are the Mulliken partial charges, in e, on atoms 1 to 5: number 1, C, carries -0.592; number 2, N, carries 0.063; number 3, O, carries -0.212; number 4, I, carries 0.166; number 5, I, carries 0.101

- Which formula does entry 7 have?
  CHI2N